(1)
Below is a 2-piece molecular cluster, C6H10O overall, with properties calculated with ωB97M-V with the def2-TZVPD basis set.

Calculated values
- HOMO-LUMO gap: 9.82 eV
- LUMO level: 0.82 eV
- Charge: 0
- Structure (SMILES): C1=CCCC1.C=O
- Largest force on an atom: 0.6 eV/A

```
17
Properties=species:S:1:pos:R:3:nbo_charge:R:1
C 0.152 -0.671 -0.442 -0.200
C -0.780 -0.726 0.508 -0.202
C -1.829 0.350 0.334 -0.440
C -1.522 0.929 -1.069 -0.396
C -0.082 0.472 -1.403 -0.441
H 1.023 -1.320 -0.484 0.233
H -0.786 -1.433 1.336 0.209
H -2.848 -0.048 0.402 0.209
H -1.735 1.112 1.121 0.201
H -2.216 0.500 -1.800 0.203
H -1.638 2.018 -1.116 0.207
H 0.654 1.271 -1.234 0.200
H 0.029 0.177 -2.452 0.211
C 2.895 -0.651 1.582 0.278
O 2.808 -1.676 0.954 -0.500
H 3.755 -0.441 2.249 0.109
H 2.120 0.137 1.515 0.118
```

(2)
Below is a single C6H10O molecule at a distorted geometry, with properties calculated with ωB97M-V with the def2-TZVPD basis set.

Calculated values
- HOMO-LUMO gap (alpha / beta): 9.84 / 7.06 eV
- LUMO level (alpha / beta): 0.21 / -0.72 eV
- Charge: 0
- Largest force on an atom: 2.1 eV/A

```
17
Properties=species:S:1:pos:R:3:nbo_charge:R:1
O -1.417 1.348 -1.120 -0.499
C -0.952 0.085 -1.108 0.092
C 0.572 -0.089 -1.288 -0.426
C 1.350 0.432 -0.086 -0.396
C 0.962 -0.374 1.174 -0.471
C -0.501 -0.246 1.412 -0.017
C -1.423 -0.215 0.362 -0.506
H -1.941 0.843 0.477 0.323
H -1.462 -0.608 -1.811 0.148
H 0.865 0.438 -2.203 0.222
H 0.801 -1.155 -1.438 0.197
H 1.116 1.493 0.064 0.215
H 2.431 0.344 -0.241 0.213
H 1.217 -1.430 0.978 0.217
H 1.534 -0.065 2.055 0.220
H -0.836 0.043 2.409 0.193
H -2.315 -0.845 0.363 0.277
```

(3)
Below is C6H10O as an isolated structure at a distorted geometry, with properties calculated with ωB97M-V with the def2-TZVPD basis set.

Calculated values
- HOMO-LUMO gap: 10.03 eV
- LUMO level: 0.85 eV
- Charge: 0
- Largest force on an atom: 3.1 eV/A

```
17
Properties=species:S:1:pos:R:3:nbo_charge:R:1
C -2.092 0.323 -0.153 -0.619
C -0.663 -0.220 -0.086 0.009
C 0.342 0.045 -1.216 -0.437
C 1.231 -0.064 0.008 0.234
O 2.601 0.092 -0.008 -0.689
C 0.415 -1.219 0.651 -0.397
C 0.317 0.788 0.842 -0.397
H -2.650 0.220 -1.095 0.219
H -2.703 -0.072 0.652 0.220
H -2.003 1.413 0.003 0.206
H 0.306 1.063 -1.635 0.198
H 0.551 -0.679 -2.016 0.199
H 2.971 -0.686 -0.448 0.470
H 0.644 -1.248 1.742 0.204
H 0.310 -2.215 0.273 0.193
H 0.527 0.736 1.930 0.203
H -0.105 1.723 0.557 0.186
```

(4)
Below is C6H10O as an isolated structure at a distorted geometry, with properties calculated with ωB97M-V with the def2-TZVPD basis set.

Calculated values
- HOMO-LUMO gap (alpha / beta): 7.97 / 7.04 eV
- LUMO level (alpha / beta): 0.73 / 0.43 eV
- Charge: 0
- Largest force on an atom: 1.1 eV/A

```
17
Properties=species:S:1:pos:R:3:nbo_charge:R:1
C 1.681 1.225 -0.508 -0.667
C 1.275 -0.205 -0.698 -0.185
C 0.162 -0.760 1.185 -0.105
C 0.013 -0.699 -0.282 -0.309
C -1.433 0.263 -0.425 -0.515
C -2.156 -0.467 0.559 0.246
O -1.565 -0.704 1.666 -0.526
H 2.730 1.382 -0.780 0.224
H 1.555 1.598 0.516 0.205
H 1.078 1.892 -1.153 0.208
H 1.804 -0.753 -1.475 0.195
H 0.497 -1.690 1.637 0.213
H 0.529 0.131 1.682 0.196
H -0.212 -1.687 -0.696 0.223
H -1.874 0.310 -1.421 0.225
H -1.047 1.237 -0.112 0.217
H -3.036 -1.074 0.305 0.155
```

(5)
Below is a single C6H10O molecule at a distorted geometry, with properties calculated with ωB97M-V with the def2-TZVPD basis set.

Calculated values
- HOMO-LUMO gap: 9.66 eV
- LUMO level: 0.86 eV
- Charge: 0
- Structure (SMILES): C=C[C@@]1(C)C[C@H]1O
- Largest force on an atom: 1.3 eV/A

```
17
Properties=species:S:1:pos:R:3:nbo_charge:R:1
C -1.398 -0.632 1.422 -0.389
C -1.258 0.308 0.480 -0.215
C -0.053 0.399 -0.388 -0.007
C -0.158 1.295 -1.620 -0.619
C 1.234 0.141 0.788 -0.444
C 0.878 -0.733 -0.351 0.035
O 0.457 -2.066 -0.343 -0.705
H -0.804 -1.537 1.390 0.209
H -2.062 -0.507 2.269 0.198
H -1.947 1.155 0.450 0.205
H -0.516 0.732 -2.497 0.222
H 0.812 1.719 -1.884 0.220
H -0.864 2.124 -1.475 0.214
H 0.699 0.333 1.696 0.228
H 2.311 0.279 0.939 0.209
H 1.673 -0.558 -1.088 0.171
H 1.033 -2.519 0.282 0.470
```

(6)
Below is C6H10O as an isolated structure, with properties calculated with ωB97M-V with the def2-TZVPD basis set.

Calculated values
- HOMO-LUMO gap: 9.36 eV
- LUMO level: 0.99 eV
- Charge: 0
- Largest force on an atom: 0.3 eV/A

```
17
Properties=species:S:1:pos:R:3:nbo_charge:R:1
C 2.443 -0.048 0.661 -0.256
O 1.070 -0.299 0.870 -0.545
C 0.425 -0.726 -0.304 -0.058
C -1.085 -0.445 -0.260 -0.226
C -1.700 0.260 0.914 -0.411
C -1.670 1.011 -0.361 -0.367
C 0.419 0.196 -1.424 -0.173
H 2.837 0.367 1.592 0.192
H 2.588 0.672 -0.155 0.192
H 2.992 -0.974 0.424 0.160
H 0.582 -1.803 -0.468 0.187
H -1.685 -1.203 -0.754 0.233
H -2.646 -0.149 1.253 0.224
H -1.007 0.563 1.691 0.245
H -2.579 1.073 -0.951 0.221
H -1.018 1.872 -0.436 0.254
H 0.034 -0.367 -2.295 0.129
```

(7)
Below is a single C6H10O molecule at a distorted geometry, with properties calculated with ωB97M-V with the def2-TZVPD basis set.

Calculated values
- HOMO-LUMO gap: 10.70 eV
- LUMO level: 1.01 eV
- Charge: 0
- Structure (SMILES): C=CCCCC=O
- Largest force on an atom: 1.5 eV/A

```
17
Properties=species:S:1:pos:R:3:nbo_charge:R:1
C 2.860 -0.145 -0.173 -0.398
C 1.651 0.003 -0.684 -0.169
C 0.429 -0.760 -0.218 -0.460
C -0.903 -0.128 -0.717 -0.379
C -1.539 0.944 0.184 -0.514
C -1.858 0.263 1.494 0.452
O -1.148 0.218 2.462 -0.523
H 2.975 -0.665 0.770 0.196
H 3.705 0.306 -0.675 0.201
H 1.494 0.569 -1.600 0.185
H 0.389 -0.817 0.869 0.230
H 0.483 -1.735 -0.695 0.218
H -0.740 0.288 -1.715 0.210
H -1.579 -0.974 -0.869 0.205
H -2.506 1.158 -0.276 0.219
H -0.914 1.802 0.383 0.232
H -2.799 -0.327 1.461 0.095
```

(8)
Below is C6H10O as an isolated structure at a distorted geometry, with properties calculated with ωB97M-V with the def2-TZVPD basis set.

Calculated values
- HOMO-LUMO gap: 9.44 eV
- LUMO level: 1.02 eV
- Charge: 0
- Largest force on an atom: 1.2 eV/A

```
17
Properties=species:S:1:pos:R:3:nbo_charge:R:1
C 2.101 0.301 -0.063 -0.560
C 0.805 0.170 -0.310 0.356
C -0.388 -1.415 0.469 -0.402
C -0.993 -0.922 -0.849 0.073
C -1.626 0.252 -0.128 -0.423
C -0.305 0.201 0.667 -0.274
O 0.209 -0.331 -1.449 -0.506
H 2.833 0.005 -0.795 0.218
H 2.414 0.605 0.935 0.214
H 1.103 2.256 -0.029 0.036
H -0.984 -1.818 1.273 0.217
H 0.502 -2.038 0.279 0.229
H -1.511 -1.535 -1.578 0.205
H -2.463 -0.061 0.506 0.214
H -1.921 1.109 -0.736 0.220
H 0.435 2.516 0.181 -0.053
H -0.211 0.706 1.628 0.236
```

(9)
Below is a single C6H10O molecule at a distorted geometry, with properties calculated with ωB97M-V with the def2-TZVPD basis set.

Calculated values
- HOMO-LUMO gap: 10.46 eV
- LUMO level: 0.96 eV
- Charge: 0
- Structure (SMILES): C=CCCC(C)=O
- Largest force on an atom: 3.0 eV/A

```
17
Properties=species:S:1:pos:R:3:nbo_charge:R:1
C -1.069 -0.883 1.492 -0.424
C -1.844 -0.572 0.457 -0.154
C -1.350 -0.202 -0.878 -0.461
C 0.158 -0.232 -1.038 -0.512
C 0.792 0.892 -0.250 0.594
C 2.154 0.734 0.212 -0.729
O 0.207 1.965 -0.146 -0.549
H -0.012 -1.072 1.428 0.179
H -1.485 -1.064 2.471 0.202
H -2.921 -0.529 0.603 0.204
H -1.541 0.969 -0.962 0.257
H -1.877 -0.715 -1.670 0.222
H 0.437 -0.079 -2.088 0.245
H 0.586 -1.196 -0.740 0.212
H 2.760 1.615 0.311 0.243
H 2.776 0.069 -0.364 0.226
H 2.190 0.294 1.196 0.246
```

(10)
Below is a single C6H10O molecule at a distorted geometry, with properties calculated with ωB97M-V with the def2-TZVPD basis set.

Calculated values
- HOMO-LUMO gap: 9.37 eV
- LUMO level: 0.97 eV
- Charge: 0
- Structure (SMILES): O/C=C\CC1CC1
- Largest force on an atom: 1.5 eV/A

```
17
Properties=species:S:1:pos:R:3:nbo_charge:R:1
O 1.467 2.455 -0.337 -0.671
C 0.670 2.497 0.766 0.160
C -0.156 1.453 0.933 -0.359
C 0.288 0.013 0.706 -0.431
C -0.691 -0.912 0.031 -0.227
C -0.589 -1.175 -1.440 -0.424
C -0.238 -2.257 -0.453 -0.418
H 0.880 1.836 -0.810 0.485
H 0.797 3.367 1.414 0.186
H -1.082 1.592 1.467 0.207
H 0.460 -0.355 1.732 0.219
H 1.271 -0.063 0.217 0.211
H -1.697 -0.862 0.445 0.211
H -1.506 -1.272 -2.012 0.216
H 0.228 -0.703 -1.982 0.205
H -0.915 -3.100 -0.348 0.216
H 0.812 -2.514 -0.331 0.211
```

(11)
Below is a 2-piece molecular cluster, C6H10O overall, with properties calculated with ωB97M-V with the def2-TZVPD basis set.

Calculated values
- HOMO-LUMO gap: 9.38 eV
- LUMO level: 0.90 eV
- Charge: 0
- Structure (SMILES): C=C/C=C/O.C=C
- Largest force on an atom: 0.4 eV/A

```
17
Properties=species:S:1:pos:R:3:nbo_charge:R:1
C -1.016 1.878 -0.777 -0.405
C -0.030 2.125 0.087 -0.203
C 1.030 1.185 0.478 -0.374
C 1.499 0.224 -0.327 0.186
O 2.435 -0.703 -0.006 -0.670
H -1.139 0.904 -1.248 0.196
H -1.741 2.644 -1.037 0.202
H 0.012 3.105 0.565 0.203
H 1.456 1.294 1.476 0.202
H 1.162 0.100 -1.352 0.189
H 2.675 -0.596 0.925 0.478
C -0.608 -2.479 0.043 -0.394
C -1.508 -1.562 0.394 -0.394
H 0.460 -2.276 0.076 0.200
H -0.906 -3.469 -0.289 0.192
H -1.212 -0.570 0.724 0.202
H -2.574 -1.769 0.359 0.192
```

(12)
Below is a 2-piece molecular cluster, C6H10O overall, with properties calculated with ωB97M-V with the def2-TZVPD basis set.

Calculated values
- HOMO-LUMO gap: 8.88 eV
- LUMO level: 0.61 eV
- Charge: 0
- Largest force on an atom: 0.5 eV/A

```
17
Properties=species:S:1:pos:R:3:nbo_charge:R:1
C 2.397 0.957 -0.233 -0.778
C 2.194 -0.419 -0.731 -0.025
O 0.183 -0.638 0.663 -0.515
C -1.153 -1.083 0.895 0.045
C -2.049 0.150 0.777 -0.418
C -1.511 0.337 -0.678 -0.419
C -0.651 -0.907 -0.468 0.055
H 1.716 1.697 -0.664 0.211
H 2.504 1.119 0.847 0.209
H 3.388 1.152 -0.695 0.268
H 2.696 -1.083 0.002 0.091
H -1.269 -1.974 1.503 0.201
H -1.831 0.943 1.498 0.213
H -3.115 -0.092 0.799 0.211
H -2.288 0.205 -1.438 0.213
H -0.942 1.248 -0.883 0.213
H -0.268 -1.613 -1.195 0.224
```

(13)
Below is a single C6H10O molecule at a distorted geometry, with properties calculated with ωB97M-V with the def2-TZVPD basis set.

Calculated values
- HOMO-LUMO gap: 8.97 eV
- LUMO level: 0.68 eV
- Charge: 0
- Structure (SMILES): C=C(O)/C=C/CC
- Largest force on an atom: 2.0 eV/A

```
17
Properties=species:S:1:pos:R:3:nbo_charge:R:1
C 0.651 2.617 0.143 -0.461
C 0.077 1.530 -0.399 0.284
O 0.039 1.446 -1.780 -0.702
C -0.221 0.358 0.391 -0.289
C -0.668 -0.784 -0.177 -0.125
C -0.563 -2.226 0.260 -0.453
C 0.372 -2.398 1.451 -0.628
H 1.568 2.930 -0.360 0.203
H 0.566 3.017 1.145 0.203
H 0.638 0.779 -2.136 0.477
H 0.229 0.357 1.370 0.209
H -0.989 -0.688 -1.214 0.198
H -0.267 -2.835 -0.608 0.216
H -1.526 -2.669 0.538 0.227
H 0.878 -3.357 1.402 0.217
H -0.068 -2.349 2.458 0.212
H 1.001 -1.545 1.682 0.213
```

(14)
Below is a 2-piece molecular cluster, C6H10O overall, with properties calculated with ωB97M-V with the def2-TZVPD basis set.

Calculated values
- HOMO-LUMO gap: 9.34 eV
- LUMO level: 0.86 eV
- Charge: 0
- Largest force on an atom: 0.3 eV/A

```
17
Properties=species:S:1:pos:R:3:nbo_charge:R:1
C -1.587 0.188 -0.444 -0.615
C -0.566 0.262 0.680 -0.186
C 0.026 -1.065 1.231 -0.437
C 1.439 -0.515 1.003 0.091
O 1.910 -0.866 -0.328 -0.460
C 1.477 0.246 -0.923 0.295
C 0.884 0.777 0.389 -0.404
H -1.806 1.182 -0.850 0.219
H -2.525 -0.239 -0.071 0.212
H -1.236 -0.438 -1.272 0.218
H -0.974 0.855 1.505 0.212
H -0.217 -1.269 2.276 0.221
H -0.181 -1.957 0.632 0.225
H 2.224 -0.615 1.753 0.201
H -0.293 0.892 -3.356 -0.048
H 0.289 0.761 -2.902 0.022
H 1.136 1.799 0.675 0.234
```